C26H36BiN4O2SeSi as an isolated structure, computed with ωB97M-V with the def2-TZVPD basis set.

Summary:
ΔE to the lowest compared entry with this formula, charge and spin = 164.06 kJ/mol
HOMO = -3.96 eV
Charge = -1

XYZ file:
```
71
C26H36BiN4O2SeSi | the Open Molecules 2025 dataset | ωB97M-V with the def2-TZVPD basis set
Bi 0.1072 0.1214 0.2729
C 1.5064 2.2725 -2.0101
C 2.1206 1.2456 -2.9431
C 2.3565 -0.1520 -2.3911
N 1.1409 -0.8168 -1.7856
C 1.1472 -2.1445 -1.7876
C 2.1972 -2.9322 -2.2595
C 2.2426 -4.2702 -2.5487
C 1.1886 -5.1455 -2.6917
C -0.1402 -5.0417 -2.2684
C -0.7219 -3.9833 -1.5585
C -0.0599 -2.7673 -1.0737
N -0.4091 -2.1359 0.0322
C -1.3580 -2.8499 0.9199
C -1.9507 -2.0305 2.0720
C -1.0016 -1.3047 2.9757
N -0.5512 0.0500 2.5037
C 0.1837 0.9726 3.1375
C 0.3798 0.8518 4.5433
C 0.7836 1.7991 5.4695
C 0.7713 3.1647 5.3900
C 0.7409 3.9622 4.2126
C 0.8310 3.4964 2.8991
C 0.7118 2.1766 2.4237
N 1.0630 2.0218 1.1394
C 2.3685 2.3521 0.5397
C 2.2484 2.9883 -0.8538
H 0.5516 1.8599 -1.5885
H 1.0910 3.1051 -2.6347
H 3.0954 1.6696 -3.2827
H 1.5061 1.2425 -3.8833
H 3.1423 -0.1521 -1.6377
H 2.6882 -0.6837 -3.3149
H 3.1826 -2.4191 -2.3045
H 3.2483 -4.6740 -2.7889
H 1.5186 -6.1839 -3.0548
H -0.8583 -5.8459 -2.4151
H -1.7651 -4.1534 -1.2192
H -0.8316 -3.7703 1.3232
H -2.2675 -3.1619 0.3127
H -2.4718 -2.7729 2.7230
H -2.8009 -1.4095 1.7568
H -0.0903 -1.9158 3.0627
H -1.4958 -1.2114 3.9602
H 0.2171 -0.1431 4.9489
H 1.0336 1.4378 6.5120
H 0.9037 3.7473 6.3529
H 0.6568 5.0696 4.3217
H 0.9537 4.2463 2.0837
H 2.8925 1.3758 0.5266
H 2.9795 2.9809 1.2011
H 3.2596 3.3528 -1.0478
H 1.8126 3.9493 -0.6774
O 2.1630 -1.5562 3.2875
C 2.6926 -1.0040 2.2818
O 2.1134 -0.6994 1.1640
H 3.8168 -0.7406 2.3698
C -2.3714 0.1407 -2.8741
Si -3.5426 1.1724 -1.9112
C -5.3314 0.5233 -2.1391
C -3.2900 2.9312 -2.5479
Se -2.8694 1.0767 0.2663
H -2.6069 0.1783 -3.9192
H -2.6010 -0.8305 -2.3727
H -1.3621 0.4818 -2.6465
H -5.7638 0.7027 -3.1029
H -6.0761 0.8499 -1.3521
H -5.3497 -0.5941 -1.9473
H -4.0758 3.6471 -2.2457
H -3.2717 2.9154 -3.6698
H -2.3227 3.3648 -2.2363
```

Mulliken atomic charge list, values in e, 8 entries: atom 1 (Bi): 1.179, atom 2 (C): 1.009, atom 3 (C): -1.091, atom 4 (C): -0.788, atom 5 (N): -0.130, atom 6 (C): 1.101, atom 7 (C): -0.696, atom 8 (C): -0.481

A 17-piece molecular cluster, C26H36BrCl48FO3P2S2 overall, computed with ωB97M-V with the def2-TZVPD basis set.

Summary:
HOMO = -9.11 eV
Charge = 0

XYZ file:
```
119
C26H36BrCl48FO3P2S2 | the Open Molecules 2025 dataset | ωB97M-V with the def2-TZVPD basis set
C 2.2434 -3.9650 -3.9352
C 1.8471 -2.4812 -3.7871
P 0.3148 -2.0641 -4.7359
C 0.6247 -0.3984 -5.4696
C -0.9751 -1.8237 -3.3800
C -1.4350 -3.2551 -3.0435
C -1.9735 -3.5612 -1.6443
C -2.5851 -4.9668 -1.6423
Br -3.3155 -2.3101 -0.9965
O -0.4645 -1.3099 -2.0945
S 0.0687 0.1626 -1.9469
O 1.3695 0.3130 -2.5270
O -0.0869 0.4788 -0.5553
C -1.1362 1.1446 -2.8142
C -2.3917 0.3138 -3.0966
P -3.6490 1.3693 -3.9652
S -3.1901 3.2521 -4.1302
C -2.0895 -0.9131 -3.9436
F -3.2812 -1.6066 -4.1065
H 2.1510 -4.5059 -2.9941
H 3.2834 -4.0567 -4.2673
H 1.6324 -4.4734 -4.6899
H 2.6230 -1.8441 -4.2236
H 1.7537 -2.1946 -2.7368
H 1.6984 -0.3473 -5.6579
H 0.3905 0.4686 -4.8525
H 0.1156 -0.3247 -6.4334
H -2.1223 -3.5973 -3.8192
H -0.5371 -3.8897 -3.1271
H -1.1460 -3.5577 -0.9310
H -3.1800 -5.1328 -0.7413
H -1.7958 -5.7255 -1.6872
H -3.2571 -5.0994 -2.4976
H -0.7200 1.6055 -3.7056
H -1.3917 1.9388 -2.1080
H -2.8461 0.0210 -2.1416
H -4.8363 1.1002 -3.2689
H -3.8369 0.7217 -5.1945
H -1.8057 -0.5960 -4.9552
C 0.3642 0.9235 2.3826
Cl -0.0579 -0.5639 3.2390
Cl -0.2695 2.3678 3.1803
Cl 2.1149 1.0646 2.1591
H -0.0784 0.8708 1.3969
C 2.8124 4.9168 2.0411
Cl 1.4728 6.0054 2.3896
Cl 3.6922 5.4453 0.6072
Cl 3.9067 4.7816 3.4198
H 2.4009 3.9344 1.8401
C -1.7613 5.4667 -0.5323
Cl -0.3233 6.0870 -1.3514
Cl -1.2973 4.5393 0.8996
Cl -2.8461 6.7896 -0.0945
H -2.2926 4.8144 -1.2158
C -4.2439 -9.0029 -2.6644
Cl -3.3232 -8.2760 -3.9856
Cl -3.2220 -10.0664 -1.6986
Cl -4.9984 -7.7692 -1.6579
H -5.0308 -9.6030 -3.1026
C 3.7481 2.2964 7.3395
Cl 2.8850 1.3219 6.1518
Cl 2.9385 2.2450 8.9021
Cl 5.4304 1.7727 7.4787
H 3.7477 3.3244 6.9991
C 1.6772 9.5897 -1.4801
Cl 2.9634 10.7933 -1.4524
Cl 1.8671 8.4983 -2.8599
Cl 1.6196 8.6834 0.0305
H 0.7349 10.1091 -1.5986
C -8.1348 -7.4584 1.0162
Cl -6.8374 -6.3032 0.6954
Cl -8.5589 -8.3623 -0.4365
Cl -7.6945 -8.5420 2.3323
H -9.0066 -6.8938 1.3207
C 5.1503 0.5488 -7.1959
Cl 6.1723 -0.4116 -8.2687
Cl 3.6036 0.9052 -7.9608
Cl 4.9194 -0.2748 -5.6549
H 5.6599 1.4846 -7.0022
C -1.3728 1.3689 7.7498
Cl -0.2525 2.7108 7.9172
Cl -0.9062 0.3711 6.3758
Cl -1.4416 0.4230 9.2474
H -2.3630 1.7662 7.5648
C -7.1367 -1.3223 0.6153
Cl -6.9977 -3.0792 0.5417
Cl -6.1779 -0.6620 1.9378
Cl -6.6622 -0.5946 -0.9240
H -8.1751 -1.0759 0.7947
C -1.4636 5.6251 10.6151
Cl -2.5073 4.2510 10.2424
Cl -0.2725 5.8995 9.3433
Cl -2.4208 7.0781 10.8992
H -0.9282 5.3947 11.5272
C 2.8263 3.4421 -3.5470
Cl 3.9139 3.0486 -4.8838
Cl 3.1625 5.0454 -2.9143
Cl 1.1217 3.3609 -4.0214
H 2.9911 2.7161 -2.7596
C 4.7227 4.8904 11.8540
Cl 3.0781 4.8854 11.2137
Cl 5.7368 3.7333 10.9974
Cl 5.4156 6.5114 11.7843
H 4.6759 4.5928 12.8936
C 2.8390 -4.0734 0.4796
Cl 3.9626 -4.3705 -0.8492
Cl 3.0450 -2.4751 1.1801
Cl 1.1676 -4.3023 -0.0695
H 3.0335 -4.8031 1.2550
C 8.7935 -2.0630 -10.5044
Cl 10.5399 -1.8520 -10.6195
Cl 8.0873 -2.3765 -12.0888
Cl 8.3860 -3.3477 -9.3662
H 8.3731 -1.1379 -10.1309
C -2.5218 -2.8131 7.6257
Cl -1.1217 -3.4921 6.8008
Cl -3.8044 -2.4235 6.4779
Cl -3.1084 -3.9019 8.8838
H -2.2099 -1.8910 8.0991
```

Mulliken atomic charge list, values in e, 8 entries: atom 1 (C): -1.271, atom 2 (C): 0.311, atom 3 (P): -0.294, atom 4 (C): -0.382, atom 5 (C): 1.567, atom 6 (C): -2.026, atom 7 (C): 0.845, atom 8 (C): -1.443

C26H36BrN6O5PSSn as an isolated structure, computed with ωB97M-V with the def2-TZVPD basis set.

Summary:
ΔE to the lowest compared entry with this formula, charge and spin = 26.68 kJ/mol
HOMO = -14.12 eV
Charge = +2

XYZ file:
```
77
C26H36BrN6O5PSSn | the Open Molecules 2025 dataset | ωB97M-V with the def2-TZVPD basis set
Sn -0.9507 0.5037 1.3962
N 0.6715 1.6852 5.5141
C -0.0168 1.4995 4.3887
S 0.8445 0.7806 3.0529
N -1.2609 1.9359 4.3735
N -1.9363 1.5745 3.2537
C -3.1698 1.8839 3.2027
C -3.9667 1.2889 2.1346
C -5.3356 1.4834 2.0670
C -6.0682 0.7521 1.1446
C -5.4024 -0.1708 0.3552
C -4.0313 -0.2939 0.4820
N -3.3056 0.4406 1.3265
H 1.6260 1.3825 5.6029
H 0.2090 2.1123 6.3022
H -3.6252 2.4575 4.0034
H -5.8109 2.1750 2.7486
H -7.1402 0.8731 1.0709
H -5.9295 -0.8006 -0.3468
H -3.5124 -1.0404 -0.0943
O -0.7148 2.7404 1.1831
C -0.3421 3.3712 -0.0372
C -0.8013 2.4780 -1.1479
C -0.6054 2.9037 -2.4513
C -1.0279 2.1073 -3.4976
C -1.6328 0.8987 -3.1896
C -1.7651 0.5424 -1.8668
N -1.3702 1.3097 -0.8361
H -0.3168 3.1529 1.9625
H 0.7399 3.5070 -0.0966
H -0.8341 4.3437 -0.1028
H -0.1343 3.8616 -2.6296
H -0.8912 2.4184 -4.5243
H -1.9902 0.2313 -3.9605
H -2.2174 -0.4042 -1.6298
Br -1.9044 -1.5155 3.9710
C -1.5390 -2.3986 2.3640
C -1.4522 -3.7738 2.3886
C -1.2103 -4.4464 1.2022
C -1.0580 -3.7090 0.0419
C -1.1243 -2.3380 0.1105
N -1.3908 -1.6584 1.2460
H -1.5758 -4.2973 3.3245
H -1.1316 -5.5250 1.1929
H -0.8480 -4.1789 -0.9071
H -0.9208 -1.7577 -0.7753
C 4.3810 0.2009 1.3335
C 3.9444 0.6400 -0.0507
C 5.1170 0.6579 -1.0143
C 3.2397 1.9874 -0.0323
O 3.0489 -0.3831 -0.5957
P 1.6157 -0.9364 -0.2978
O 1.5499 -2.1449 0.5364
O 0.7390 0.2385 0.2767
O 0.9655 -1.1058 -1.7424
C 1.5685 -1.8179 -2.8851
C 2.4383 -2.9710 -2.4131
C 2.3564 -0.8049 -3.6970
C 0.3750 -2.3335 -3.6719
H 5.0828 0.9272 1.7457
H 4.8716 -0.7705 1.2824
H 3.5346 0.1193 2.0129
H 5.8750 1.3564 -0.6596
H 4.8038 0.9717 -2.0099
H 5.5658 -0.3322 -1.0846
H 3.9522 2.7559 0.2703
H 2.4111 1.9821 0.6737
H 2.8637 2.2354 -1.0275
H 3.3114 -2.6222 -1.8623
H 2.7875 -3.5256 -3.2844
H 1.8795 -3.6497 -1.7688
H 3.1792 -0.3973 -3.1135
H 1.7102 0.0141 -4.0184
H 2.7692 -1.2846 -4.5847
H -0.1613 -3.1031 -3.1139
H 0.7063 -2.7732 -4.6123
H -0.3114 -1.5174 -3.9049
```

Mulliken atomic charge list, values in e, 8 entries: atom 1 (Sn): 1.427, atom 2 (N): -0.353, atom 3 (C): 0.584, atom 4 (S): -0.371, atom 5 (N): -1.589, atom 6 (N): 0.743, atom 7 (C): -0.779, atom 8 (C): 0.938

C26H36Cl2LaOP3 as an isolated structure, computed with ωB97M-V with the def2-TZVPD basis set.

Summary:
ΔE to the lowest compared entry with this formula, charge and spin = 0.00 kJ/mol
HOMO = -13.92 eV
Charge = +2

XYZ file:
```
69
C26H36Cl2LaOP3 | the Open Molecules 2025 dataset | ωB97M-V with the def2-TZVPD basis set
C -4.9476 -2.1342 -1.9476
C -4.9538 -0.8281 -1.2535
H -3.9203 -2.5096 -2.0294
H -5.3826 -2.0238 -2.9515
H -5.5660 -2.8548 -1.3881
O -3.9414 -0.3686 -0.6415
Cl -6.4134 -0.0075 -1.3344
La -1.6841 0.2626 0.3394
P -1.6408 2.1256 -1.9451
C -0.1689 2.2851 -3.0191
C -2.9712 1.9361 -3.1792
H -3.1578 2.9008 -3.6707
H -2.3523 4.4412 -2.2012
H -3.8929 1.5965 -2.6883
H -2.5364 3.8651 -0.5063
H 0.1215 1.2874 -3.3757
H -2.6728 1.1937 -3.9328
C -1.8869 3.8590 -1.3934
H -0.3731 2.9398 -3.8799
H -0.9208 4.3015 -1.1152
H 0.6684 2.6872 -2.4335
P -1.8917 -2.0553 2.1505
C -0.6232 -3.3257 2.4975
C -2.2282 -1.4146 3.8402
H -4.1250 -2.5343 1.3223
H -3.7736 -3.4716 2.8061
H -3.0652 -3.9711 1.2368
C -3.3568 -3.1113 1.8554
H -3.0604 -0.6967 3.8064
H -2.4821 -2.2519 4.5059
H -0.7909 -3.7873 3.4829
H 0.3742 -2.8682 2.4765
H -1.3370 -0.8932 4.2178
H -0.6723 -4.0963 1.7159
Cl -2.0792 2.1549 2.0247
C 3.2205 -2.2733 3.6293
C 2.4672 -1.1392 3.9625
C 1.8976 -0.3597 2.9593
C 2.0869 -0.7022 1.6041
C 2.8353 -1.8402 1.2752
C 3.3984 -2.6228 2.2872
P 1.3045 0.3662 0.3466
C 2.2887 1.8857 0.4654
C 1.6462 3.1348 0.6101
C 2.4085 4.3024 0.6400
C 3.8086 4.2342 0.5875
C 4.4476 2.9916 0.5118
C 3.6885 1.8190 0.4511
C 1.7297 -0.3800 -1.2752
C 2.5603 0.2723 -2.2005
C 2.7423 -0.2575 -3.4802
C 2.0874 -1.4344 -3.8543
C 1.2575 -2.0922 -2.9369
C 1.0832 -1.5793 -1.6522
H 3.6702 -2.8815 4.4167
H 2.3292 -0.8540 5.0080
H 1.3085 0.5241 3.2186
H 2.9869 -2.1120 0.2305
H 3.9849 -3.5026 2.0149
H 0.5573 3.1787 0.7145
H 1.9050 5.2704 0.7077
H 4.4037 5.1494 0.6211
H 5.5366 2.9242 0.4880
H 4.1892 0.8513 0.3914
H 3.0606 1.2015 -1.9261
H 3.3953 0.2609 -4.1863
H 2.2255 -1.8382 -4.8589
H 0.7480 -3.0153 -3.2232
H 0.4448 -2.1148 -0.9395
```

Mulliken atomic charge list, values in e, 8 entries: atom 1 (C): -1.077, atom 2 (C): 0.681, atom 3 (H): 0.252, atom 4 (H): 0.419, atom 5 (H): 0.344, atom 6 (O): -0.328, atom 7 (Cl): -0.024, atom 8 (La): 1.791

C26H36IN7PdS as an isolated structure, computed with ωB97M-V with the def2-TZVPD basis set.

Summary:
ΔE to the lowest compared entry with this formula, charge and spin = 69.16 kJ/mol
HOMO (alpha / beta) = -6.26 / -6.26 eV
Charge = 0

XYZ file:
```
72
C26H36IN7PdS | the Open Molecules 2025 dataset | ωB97M-V with the def2-TZVPD basis set
Pd -0.9792 -0.3865 0.5860
N -7.1518 -0.7772 -0.5235
C -6.0347 -0.9024 -0.7620
C -4.6423 -1.0667 -1.0606
C -4.0174 -0.2820 -2.0307
C -2.6747 -0.4862 -2.2708
C -2.0055 -1.4620 -1.5411
N -2.6059 -2.2359 -0.6281
C -3.8962 -2.0258 -0.3840
H -4.5792 0.4695 -2.5679
H -2.1362 0.1039 -2.9980
H -0.9548 -1.6711 -1.7292
H -4.3575 -2.6358 0.3823
C 3.0816 2.3839 -3.8948
C 1.8910 3.3402 -3.9554
C 0.8740 3.1913 -2.8251
C 0.0390 1.9165 -2.8407
N 0.7774 0.6926 -2.5415
C 1.2193 0.3536 -1.3139
S 0.7438 1.2062 0.0847
N 2.0408 -0.7033 -1.2572
C 2.6493 -1.2359 -0.0378
C 3.8996 -0.4736 0.3787
C 4.9803 -0.3962 -0.6975
C 5.4970 -1.7571 -1.1509
H 3.8717 2.7042 -4.5751
H 2.8182 1.3634 -4.1797
H 3.5048 2.3456 -2.8879
H 1.3861 3.2436 -4.9226
H 2.2725 4.3634 -3.9232
H 0.1735 4.0299 -2.8656
H 1.3730 3.2631 -1.8556
H -0.4111 1.7710 -3.8266
H -0.7687 1.9940 -2.1133
H 1.1700 0.1953 -3.3247
H 2.2657 -1.1700 -2.1220
H 2.8613 -2.2859 -0.2369
H 1.8957 -1.2181 0.7469
H 4.3032 -0.9641 1.2703
H 3.6031 0.5319 0.6836
H 5.8128 0.1970 -0.3123
H 4.5982 0.1611 -1.5595
H 5.8635 -2.3410 -0.3030
H 6.3179 -1.6556 -1.8618
H 4.7203 -2.3526 -1.6374
I 0.7363 -7.1468 3.2608
C 0.2812 -5.4768 2.1527
C -0.9524 -5.0946 1.6871
N -0.7639 -3.9457 1.0143
N 0.5136 -3.5432 1.0189
C 1.1586 -4.4689 1.7138
H -1.9222 -5.5532 1.7839
H -1.4603 -3.3808 0.5294
H 2.2211 -4.3861 1.8816
C -1.0927 0.1119 5.0520
C -1.7035 1.2752 4.3304
C -2.0445 2.4298 5.0076
C -2.6016 3.5116 4.3363
C -2.8507 3.4341 2.9738
C -2.5671 2.2813 2.2559
C -2.8862 2.2283 0.7944
C -1.9638 1.1636 2.9248
N -1.6787 0.0055 2.3180
H -0.6736 0.4249 6.0091
H -0.3191 -0.3471 4.4368
H -1.8344 -0.6657 5.2485
H -1.8493 2.4954 6.0722
H -2.8456 4.4176 4.8781
H -3.2970 4.2771 2.4579
H -3.6370 2.9786 0.5416
H -3.2542 1.2346 0.5289
H -2.0019 2.4033 0.1762
```

Mulliken atomic charge list, values in e, 8 entries: atom 1 (Pd): 0.613, atom 2 (N): -0.487, atom 3 (C): -0.096, atom 4 (C): 0.532, atom 5 (C): -0.474, atom 6 (C): -0.110, atom 7 (C): -1.249, atom 8 (N): -0.553

One molecule with the formula C26H36N2O6S, computed with ωB97M-V with the def2-TZVPD basis set.

Summary:
ΔE to the lowest compared entry with this formula, charge and spin = 1.90 kJ/mol
HOMO = -9.04 eV
Charge = 0
SMILES = CCC[C@@H](C)NC(=O)COc1ccc(S(=O)(=O)c2ccc(OCC(=O)N[C@H](C)CCC)cc2)cc1

XYZ file:
```
71
C26H36N2O6S | the Open Molecules 2025 dataset | ωB97M-V with the def2-TZVPD basis set
C -5.3510 -0.6343 1.1812
C -4.5607 0.2986 2.0912
C -3.1316 -0.1706 2.3705
H -2.6802 0.5187 3.0865
C -2.2334 -0.2287 1.1302
N -2.4729 -1.4439 0.3791
C -2.6399 -1.4818 -0.9519
O -2.7286 -0.5032 -1.6630
C -2.7398 -2.9113 -1.5060
O -1.9722 -3.8397 -0.7691
C -0.6227 -3.6545 -0.7077
C 0.0747 -2.6901 -1.4324
C 1.4380 -2.5504 -1.2442
C 2.0997 -3.3580 -0.3414
C 1.4223 -4.3349 0.3645
C 0.0646 -4.4917 0.1754
H -0.4927 -5.2450 0.7096
H 1.9723 -4.9522 1.0570
S 3.8140 -2.9728 0.0329
O 4.5753 -2.8739 -1.1824
O 4.2729 -3.8659 1.0625
C 3.5640 -1.3279 0.7040
C 2.8973 -1.2085 1.9112
C 2.5198 0.0389 2.3573
C 2.7950 1.1734 1.5865
C 3.4986 1.0463 0.3913
C 3.8748 -0.2133 -0.0464
H 4.4050 -0.3435 -0.9767
H 3.7366 1.9079 -0.2117
O 2.3096 2.3452 2.0794
C 2.6496 3.5474 1.4219
H 2.2971 4.3450 2.0837
H 3.7339 3.6526 1.3052
C 1.9848 3.7478 0.0506
O 2.5048 4.4451 -0.7958
N 0.8087 3.1209 -0.0933
H 0.4499 2.5659 0.6693
C -0.0294 3.2690 -1.2693
C -1.3569 3.9099 -0.8704
H -1.9782 4.0547 -1.7491
H -1.8935 3.2690 -0.1730
H -1.1879 4.8760 -0.4005
H 0.5175 3.9450 -1.9328
C -0.2659 1.9288 -1.9740
C 1.0076 1.1300 -2.2502
C 2.0010 1.8627 -3.1445
H 1.5290 2.1469 -4.0823
H 2.8479 1.2184 -3.3696
H 2.3769 2.7609 -2.6626
H 0.7145 0.1964 -2.7356
H 1.4918 0.8716 -1.3043
H -0.9450 1.3165 -1.3774
H -0.7693 2.1356 -2.9194
H 2.0004 0.1686 3.2933
H 2.6887 -2.0973 2.4853
H 1.9957 -1.8089 -1.7938
H -0.4311 -2.0394 -2.1271
H -2.4718 -2.9050 -2.5681
H -3.7746 -3.2542 -1.4128
H -2.3907 -2.3164 0.8801
C -0.7516 -0.1636 1.5113
H -0.5326 0.7644 2.0326
H -0.1266 -0.2267 0.6226
H -0.4938 -0.9938 2.1659
H -2.4788 0.5963 0.4530
H -3.1554 -1.1586 2.8371
H -5.0802 0.3851 3.0484
H -4.5294 1.2938 1.6430
H -6.3893 -0.3148 1.1346
H -5.3250 -1.6540 1.5598
H -4.9515 -0.6246 0.1713
```

Mulliken atomic charge list, values in e, 8 entries: atom 1 (C): -0.990, atom 2 (C): -0.570, atom 3 (C): -0.966, atom 4 (H): 0.394, atom 5 (C): 0.478, atom 6 (N): 0.173, atom 7 (C): 0.228, atom 8 (O): -0.657

no.,calculated total energy (a.u.)
1,-4287.35077
2,-27480.11773
3,-5244.62850
4,-3063.23964
5,-2219.29228
6,-1971.51533